(1)
{
  "formula": "C4H11N3O",
  "method": "the ωB97M-V functional and the def2-TZVPD basis",
  "species": ["C", "C", "H", "H", "H", "H", "H", "H", "C", "H", "O", "H", "C", "H", "H", "N", "N", "N", "H"],
  "xyz": [[3.3731, -0.0932, 0.3590], [-0.2675, 0.7702, -0.0091], [3.3916, -1.0497, -0.1565], [0.9997, 0.5613, 1.7371], [3.3476, -0.3588, 1.4012], [-1.5706, -1.0428, -1.2317], [0.8715, -0.8835, 0.9110], [-3.2627, -0.8132, 1.0497], [1.0217, 0.1928, 0.7880], [1.1649, 0.7176, -1.2769], [0.1819, 0.7205, -1.4780], [-2.7257, 0.2233, -1.0508], [-2.2809, -0.5519, -0.5266], [4.3895, 0.4524, 0.2292], [-2.5295, -2.1878, 0.5322], [2.1834, 0.6575, 0.1014], [-3.1851, -1.4127, 0.2446], [-1.3207, 0.0237, 0.4880], [-0.3537, 1.8305, 0.1737]],
  "forces_ev_per_angstrom": [[1.05, 0.25, 0.36], [0.92, -1.33, -1.85], [0.18, -0.26, -0.50], [-0.81, 1.51, 2.81], [0.28, -0.36, 0.79], [-0.89, -0.22, 0.01], [0.32, -0.76, -0.08], [-0.62, -0.36, 0.82], [1.73, 0.30, -3.25], [-0.76, 0.32, -0.69], [-1.20, -0.55, 2.38], [-1.17, 1.62, -0.89], [3.26, -1.74, 2.15], [-2.02, -0.58, -0.40], [-1.32, 0.88, -0.05], [-1.34, 0.00, 0.99], [1.70, -0.61, -1.03], [0.49, 1.23, -2.24], [0.20, 0.67, 0.69]],
  "lowdin_charge": [-0.157, -0.358, 0.081, 0.099, 0.058, 0.132, 0.124, 0.045, -0.207, 0.042, -0.104, 0.096, -0.270, 0.111, 0.087, -0.054, -0.005, 0.128, 0.152],
  "orbital_gap_ev": 4.98,
  "max_force_ev_per_a": 4.28,
  "relative_energy_kcal_mol": 180.22
}


(2)
{
  "formula": "C24H56AsCl3F5LiN4O4P2Si3Te",
  "method": "the ωB97M-V functional and the def2-TZVPD basis",
  "species": ["C", "Cl", "H", "H", "Si", "H", "H", "H", "H", "C", "H", "Cl", "F", "Cl", "Si", "F", "H", "C", "H", "C", "H", "H", "N", "H", "H", "F", "H", "N", "C", "C", "H", "C", "C", "H", "Si", "H", "O", "C", "H", "H", "C", "O", "Li", "H", "H", "H", "H", "H", "F", "H", "H", "H", "C", "H", "H", "H", "Te", "P", "C", "H", "H", "C", "O", "H", "C", "H", "P", "H", "H", "C", "As", "C", "H", "C", "H", "H", "N", "C", "C", "C", "H", "N", "O", "H", "C", "H", "H", "H", "C", "H", "H", "C", "H", "H", "C", "H", "H", "H", "H", "F", "H", "H", "H", "H"],
  "xyz": [[-2.7582, -1.8629, -0.0534], [3.2785, -2.6258, -3.9908], [-1.7047, 1.3949, -3.8707], [-6.3255, -4.4441, 3.0404], [1.8455, 0.6599, 3.0594], [2.2653, 0.0491, -2.8945], [-3.3098, 3.3652, -1.1811], [-2.2182, 0.5413, 1.3699], [-3.4091, 1.8429, 1.6099], [2.6191, -2.8761, 3.4227], [0.0729, 2.1613, -4.9542], [4.3326, -3.7085, -1.0762], [4.3634, 2.0672, -2.8466], [1.3759, -4.5790, -2.2010], [0.9668, -2.3117, 2.6919], [6.7802, 2.5524, -2.3374], [-1.3154, -2.3537, 3.7687], [-3.7521, -2.5681, 0.8049], [4.1523, 0.6987, 2.0052], [-4.2479, -4.1484, 2.5705], [3.4232, -2.7595, 2.6928], [-1.9043, 1.7939, 2.5637], [2.0368, 3.9709, -1.8096], [-2.0529, -5.2640, -2.0227], [3.0910, 4.3708, -0.0193], [5.2358, 3.0066, -0.4180], [2.5726, -3.9327, 3.7065], [1.3958, 1.9069, -3.3547], [-3.1080, 2.8454, -2.1162], [-5.6101, -3.9245, 2.4145], [-1.5509, -0.0450, -2.8363], [1.4770, 0.6988, 4.9403], [0.9832, -0.6069, 2.1099], [-1.2702, -4.7691, -0.5234], [2.6640, -2.9327, -2.0235], [-1.1059, 4.3386, 0.0161], [2.0715, 1.4380, -0.8626], [-0.3095, -2.6651, 4.0705], [-2.2701, -3.6555, 1.9069], [-3.8931, -4.8411, 3.3239], [-1.6007, 3.8179, 0.8316], [-0.5880, 0.2862, -0.6067], [1.3568, -0.4579, -0.1306], [1.6070, 3.0245, -5.1252], [-0.0369, -0.2733, 1.8672], [-0.1906, -3.1698, 0.6571], [2.8337, 0.7771, -4.4056], [2.8846, -2.3010, 4.3143], [7.1897, 0.9869, -0.3913], [3.0887, 3.8602, -3.6340], [-4.0659, 2.5984, -2.5813], [0.3062, 2.5894, 2.7411], [2.1368, 4.6087, -0.4975], [-0.3532, -3.7234, 4.3543], [-5.4667, -1.6291, -0.0725], [-3.9870, -3.5059, -3.4383], [5.6007, 1.3548, -1.4746], [1.5070, 2.4123, -1.8099], [3.0481, 4.4697, -2.7384], [2.0618, 5.6925, -0.6274], [4.1487, 1.3643, 3.6411], [-6.0440, -3.0187, 1.4570], [2.0511, -1.6931, -1.3548], [1.4612, -3.7286, 0.7140], [1.3558, 2.4003, 2.4955], [-4.7497, -3.3827, -1.8373], [-1.1053, 1.6505, -0.7805], [-2.5689, 3.5275, -2.7883], [0.2378, -4.5381, 1.7045], [0.8369, 2.7233, -4.4056], [-2.2364, -2.7698, -1.7491], [1.9629, 0.6236, -3.7658], [-1.8209, -1.6845, 0.4774], [0.5746, -3.5650, 1.3296], [-3.1281, -0.8863, -0.3769], [1.3307, 4.2848, 0.1581], [-1.6487, 2.3934, 0.5748], [3.7287, 0.5769, 3.0052], [-4.0472, -2.9107, -2.5263], [-2.3392, 1.6022, 1.5795], [0.4010, 0.8120, 5.1123], [-2.3717, 1.6217, -1.8655], [-0.0688, 2.7302, -1.3670], [-0.0461, -2.0836, 4.9590], [-5.1233, -2.3475, 0.6638], [-4.4143, -1.9166, -2.7873], [-1.0466, 4.0175, 1.7529], [0.3814, 3.6241, -3.9945], [-2.1546, -4.6310, -1.1409], [-3.0507, -4.9131, -0.5848], [1.4859, 2.4813, 1.4150], [-3.3309, -3.4809, 1.7738], [1.9645, 3.1656, 2.9867], [1.9959, 1.5081, 5.4660], [-2.1763, 0.8155, -3.0664], [1.1999, 0.0491, -4.3010], [4.0395, 4.4351, -2.2851], [1.7797, -0.2472, 5.4023], [-2.6146, 4.2238, 0.9447], [6.2954, 0.1631, -2.8591], [-7.1033, -2.8262, 1.3320], [2.7956, 5.5023, -3.0040], [4.0888, -0.3790, 3.3914], [-3.1464, 0.4599, -3.4259]],
  "forces_ev_per_angstrom": [[0.02, 0.03, 0.02], [0.01, -0.03, -0.03], [0.00, -0.01, 0.03], [0.00, 0.00, 0.00], [0.03, 0.04, 0.03], [-0.01, 0.00, 0.02], [0.00, 0.00, 0.01], [0.00, 0.02, -0.01], [0.00, 0.01, -0.01], [-0.01, -0.01, 0.03], [0.00, 0.01, 0.01], [0.03, -0.07, 0.03], [-0.04, 0.01, -0.17], [0.00, 0.00, -0.01], [0.03, -0.01, 0.00], [-0.05, 0.02, 0.07], [0.02, 0.00, -0.01], [-0.01, 0.01, -0.04], [-0.13, 0.02, -0.02], [-0.01, 0.00, 0.01], [0.01, 0.01, -0.02], [0.00, 0.00, 0.00], [0.02, -0.01, 0.03], [0.00, 0.01, -0.02], [0.02, -0.02, -0.01], [-0.03, -0.04, -0.06], [-0.01, 0.01, 0.00], [0.00, -0.03, 0.08], [0.00, -0.03, 0.01], [0.01, 0.00, 0.00], [0.00, 0.00, 0.00], [-0.03, -0.07, 0.02], [-0.01, -0.02, 0.02], [0.03, -0.02, 0.02], [-0.03, 0.02, -0.08], [0.01, -0.01, -0.01], [-0.02, 0.05, -0.07], [-0.02, 0.00, 0.03], [0.03, 0.00, 0.00], [0.00, 0.00, 0.00], [-0.01, -0.02, 0.03], [-0.01, 0.01, -0.06], [0.08, 0.14, 0.02], [0.00, 0.00, 0.00], [0.02, 0.00, -0.01], [0.00, -0.01, -0.03], [0.00, 0.00, 0.00], [0.01, 0.00, 0.00], [0.09, 0.07, 0.03], [-0.01, 0.00, 0.00], [0.00, 0.00, 0.00], [0.00, 0.01, 0.00], [0.01, 0.06, 0.02], [0.01, 0.00, -0.01], [0.00, 0.00, 0.00], [0.01, 0.00, 0.00], [0.06, 0.01, 0.04], [0.01, -0.06, 0.09], [0.02, -0.03, 0.03], [-0.01, 0.00, 0.00], [0.01, 0.00, -0.02], [0.01, 0.01, 0.00], [-0.19, 0.09, 0.10], [0.00, 0.01, 0.00], [-0.02, -0.02, -0.01], [0.00, 0.00, -0.01], [0.27, 0.06, -0.14], [0.01, 0.00, 0.00], [0.00, 0.00, 0.03], [0.02, -0.01, -0.04], [0.01, -0.02, -0.04], [0.00, 0.01, -0.05], [-0.04, 0.00, -0.04], [-0.02, -0.01, -0.01], [0.00, -0.03, 0.00], [-0.01, -0.02, -0.02], [0.01, 0.06, 0.03], [0.11, 0.01, 0.02], [-0.03, 0.00, 0.06], [0.01, -0.01, 0.02], [0.01, 0.00, 0.00], [-0.04, -0.01, -0.08], [-0.15, -0.18, 0.11], [-0.02, 0.00, 0.02], [0.02, 0.00, 0.01], [0.00, 0.01, -0.01], [0.00, 0.00, 0.00], [-0.01, 0.00, 0.02], [-0.04, 0.00, 0.03], [0.03, 0.00, -0.02], [0.00, 0.00, 0.02], [-0.01, -0.01, 0.00], [0.00, 0.02, -0.02], [0.01, 0.01, -0.04], [-0.01, 0.01, 0.00], [0.01, 0.00, 0.00], [0.01, 0.01, 0.00], [-0.01, 0.02, 0.02], [0.00, 0.00, 0.00], [-0.01, -0.04, 0.03], [0.00, 0.00, 0.00], [-0.02, 0.01, 0.01], [-0.01, -0.04, 0.02], [0.00, 0.00, 0.00]],
  "lowdin_charge": [-0.358, 0.242, 0.067, 0.088, 0.336, 0.033, 0.064, 0.058, 0.083, -0.193, 0.067, 0.239, -0.540, 0.216, 0.334, -0.467, 0.003, -0.296, 0.024, -0.085, 0.027, 0.083, -0.278, 0.013, 0.083, -0.568, 0.019, -0.288, -0.115, -0.117, 0.044, -0.210, -0.406, -0.014, -0.892, 0.073, -0.301, -0.201, 0.097, 0.100, -0.116, -0.300, 0.493, 0.082, -0.049, -0.011, 0.081, 0.010, -0.575, 0.056, 0.080, -0.002, -0.097, 0.011, 0.106, 0.008, 1.877, 0.505, -0.114, 0.082, 0.021, -0.106, -0.513, -0.006, -0.180, 0.006, 0.470, 0.084, 0.029, -0.122, 1.163, -0.107, 0.042, -0.202, 0.054, 0.050, -0.284, -0.175, -0.348, -0.084, 0.011, -0.286, -0.275, 0.005, -0.071, 0.001, 0.074, 0.079, -0.344, 0.018, -0.005, -0.052, 0.030, 0.008, -0.109, 0.084, 0.074, 0.003, 0.076, -0.563, 0.091, 0.080, 0.008, 0.076],
  "charge": -2,
  "orbital_gap_ev": 5.57,
  "max_force_ev_per_a": 0.31,
  "relative_energy_kcal_mol": 0.00
}


(3)
{
  "formula": "C5H5N3",
  "method": "the ωB97M-V functional and the def2-TZVPD basis",
  "species": ["C", "N", "H", "H", "H", "H", "C", "N", "C", "N", "C", "H", "C"],
  "xyz": [[0.6873, -1.2936, -0.3353], [-2.1548, 0.3559, 0.5982], [-0.1735, 2.0709, -1.0824], [-2.1426, 1.2805, 1.0609], [-3.1736, 0.1003, 0.6019], [2.3786, -1.8540, 0.6853], [-0.1289, -0.1972, -0.6456], [-1.5357, 0.3585, -0.7149], [-0.2357, 1.0989, -0.7105], [2.3187, 0.1777, 0.3172], [1.9278, -1.0765, 0.1483], [0.2815, -2.3141, -0.2298], [1.9509, 1.2928, 0.3066]],
  "forces_ev_per_angstrom": [[-0.15, -1.39, 0.26], [-0.93, 0.16, 1.45], [0.84, 1.24, -0.05], [0.40, -0.45, -0.65], [1.51, 0.16, -0.89], [1.21, -0.91, 0.29], [-0.98, 1.50, 0.17], [0.22, -0.75, -0.14], [-1.82, -1.59, -0.24], [0.69, 1.19, 0.32], [-2.01, -1.32, -0.14], [0.15, 0.72, -0.39], [0.87, 1.44, 0.02]],
  "lowdin_charge": [-0.025, -0.034, 0.086, 0.068, 0.079, 0.101, -0.193, -0.101, -0.030, -0.015, -0.155, 0.126, 0.093],
  "orbital_gap_ev": 8.10,
  "max_force_ev_per_a": 2.43,
  "relative_energy_kcal_mol": 140.28
}


(4)
{
  "formula": "C6H12ClN2",
  "method": "the ωB97M-V functional and the def2-TZVPD basis",
  "species": ["H", "C", "H", "Cl", "C", "H", "N", "H", "C", "H", "C", "H", "N", "H", "C", "H", "H", "H", "H", "H", "C"],
  "xyz": [[-1.4212, -1.1617, -1.9724], [0.0931, 0.2219, -0.0754], [-2.6662, -1.6219, -0.7657], [-2.2797, 1.2694, -0.4235], [-1.6837, -1.3543, -0.9049], [-1.1544, -1.4828, 1.6991], [1.0043, -0.2826, -0.8627], [2.9964, -0.1787, -0.1947], [1.9709, 1.5275, 0.2934], [0.7145, -1.0626, -1.4057], [2.2769, 0.3473, -0.7552], [2.6836, 1.2247, 1.0524], [0.6182, 1.2035, 0.6701], [2.7638, 0.5796, -1.7434], [-1.3136, -0.2758, 0.0296], [0.1589, 2.0507, 0.9220], [2.1725, 2.5484, 0.1222], [-1.1164, -2.3539, -0.6272], [-1.3868, 0.2586, 2.0378], [-2.7514, -0.8765, 1.4543], [-1.6799, -0.5807, 1.4499]],
  "forces_ev_per_angstrom": [[-0.58, 0.05, 0.77], [0.61, 0.90, 0.57], [-2.41, -0.31, -0.08], [0.40, -0.62, -0.03], [3.68, -2.33, -1.15], [0.54, -0.39, 0.62], [-1.30, -0.40, 0.36], [0.57, -1.58, 0.13], [1.58, -3.03, -0.37], [0.48, -0.66, -0.72], [1.26, 2.38, -1.05], [-0.31, 0.52, 0.76], [-0.09, 0.56, -0.17], [-0.88, 0.04, 0.89], [-0.55, 1.91, -0.22], [-1.46, -0.10, 0.47], [-0.26, 1.11, -0.96], [-0.79, 1.89, -0.34], [-0.30, 0.25, 0.95], [0.61, 0.73, 0.36], [-0.77, -0.91, -0.78]],
  "lowdin_charge": [0.112, -0.287, 0.063, 0.685, -0.097, 0.098, 0.143, 0.104, -0.064, 0.152, -0.063, 0.119, 0.106, 0.153, -0.769, 0.147, 0.119, 0.152, 0.077, 0.120, -0.069],
  "charge": 1,
  "orbital_gap_ev": 10.73,
  "max_force_ev_per_a": 4.50,
  "relative_energy_kcal_mol": 3.62,
  "smiles": "CC(C)(Cl)C1=[NH+]CCN1"
}


One value per record, in order, for HOMO energy: -7.82; -1.88; -8.35; -14.53 eV.